39
Properties=species:S:1:pos:R:3:forces:R:3:lowdin_charge:R:1 method="wB97M-V/def2-TZVPD" total_energy_ha=-9301.49220 lumo_ev="4.207 / 3.918" fmax_ha_per_bohr=0.00676 orbital_gap_ha="0.218 / 0.212" homo_energy_ev="-1.732 / -1.850" total_charge=-2 de_lowest_kj_mol=9.8 multiplicity=3 s2=2.01
H 2.0281 -0.1275 -0.6906 0.000 0.008 0.022 0.066
S 0.1446 -0.0863 4.1384 0.041 -0.009 -0.139 0.283
C 0.3284 0.3222 -3.2180 0.010 0.006 0.002 -0.050
H -2.4755 3.1254 -1.1956 0.005 -0.004 0.005 0.119
C -1.6305 1.9566 0.2379 -0.042 -0.078 0.012 -0.887
Te -3.1351 -4.8890 2.0043 -0.014 0.049 -0.016 0.043
C 0.3740 -1.9802 -2.5310 0.007 0.004 -0.010 -0.085
O -1.4317 2.5929 -3.3056 -0.024 -0.009 0.000 0.048
H 0.8304 2.0809 -0.9628 -0.015 0.010 -0.016 0.097
H 2.0525 1.6839 1.7878 -0.002 0.008 0.007 0.093
H 0.8706 3.3150 0.2958 0.008 -0.004 0.006 0.121
O -1.2208 -0.7178 3.8471 0.118 0.115 0.082 -0.537
H -0.3384 1.3537 1.6597 0.000 0.055 0.011 0.084
H 1.6948 -1.1304 -3.9992 0.003 0.002 0.003 0.094
O 1.0891 -1.1821 3.6122 -0.297 0.171 -0.056 -0.527
S -3.0336 1.7640 1.1077 -0.004 0.061 0.004 0.598
C 2.0682 0.0540 0.3884 -0.011 -0.017 -0.025 -0.109
Se 0.9440 -3.4071 1.0981 -0.015 -0.079 0.044 -0.052
O 0.2954 1.1249 3.3227 0.077 -0.045 0.109 -0.379
Pt -0.4719 -2.0782 2.4670 -0.196 -0.163 -0.150 0.378
H 0.8016 -2.9741 -2.5850 -0.001 -0.001 0.009 0.092
H 2.9650 -0.4217 0.7872 -0.002 0.001 0.006 0.075
C -1.2058 -0.4683 -1.5337 0.004 0.015 -0.004 -0.015
H -2.0214 -0.3004 -0.8392 0.013 0.014 0.003 0.087
N -1.7213 2.4649 -1.0828 -0.018 0.042 -0.043 0.085
H 2.9269 2.0391 0.2924 0.002 0.005 0.011 0.102
Se 0.0291 -5.1440 0.0046 0.063 -0.014 -0.016 -0.197
Se -2.5863 -2.5694 1.4388 0.219 -0.092 0.118 -0.260
N -0.4124 1.7140 0.6930 -0.008 -0.049 -0.020 0.047
H 1.2150 -0.4490 0.8449 0.001 0.000 -0.016 0.012
H -1.0747 -2.5480 -1.0516 0.005 -0.001 0.001 0.010
C -0.7005 0.5690 -2.3122 0.007 0.012 0.016 -0.166
H 0.6892 1.1370 -3.8333 -0.002 0.002 -0.001 0.110
C 0.8244 2.2342 0.1151 0.000 0.006 -0.016 -0.175
O 0.3347 0.1507 5.5458 0.045 -0.034 0.032 -0.333
C -1.2889 1.9405 -2.2832 0.051 0.015 0.011 -0.442
C 2.0430 1.5415 0.7063 0.000 -0.009 0.017 -0.235
C -0.6759 -1.7448 -1.6572 -0.020 0.023 0.004 -0.105
C 0.8758 -0.9459 -3.3140 -0.007 -0.015 -0.008 -0.094